[1]
Below is a single C5H8O molecule in a non-equilibrium geometry, with properties calculated with ωB97M-V/def2-TZVPD.

The value obtained for the highest occupied orbital energy is -9.566 eV. The calculation puts the total energy at -270.4294 hartree. As for the SMILES: C#CC[C@@H](C)O. The spin multiplicity is 1. As for the net charge: 0. For the strongest force on any atom, the calculation gives 0.0525 Eh/bohr. The calculation puts the HOMO-LUMO gap at 10.560 eV. As for the LUMO energy: 1.0 eV.

```
14
Properties=species:S:1:pos:R:3:forces:R:3
O -0.8352 0.7125 -0.7784 0.304 1.499 -1.228
C -1.8806 0.8225 1.5995 0.334 -1.518 1.272
C 0.0589 -0.7805 0.7673 -0.377 0.138 -0.043
C -1.1553 -0.0792 1.2124 -0.227 -0.242 2.235
C 0.4418 0.2407 -0.3317 -0.195 0.213 -0.133
C 1.2052 -0.3393 -1.5150 -0.134 0.032 0.043
H -1.3196 1.2207 -0.0264 1.456 -1.003 -2.038
H 1.0241 1.0603 0.1172 -0.128 -0.114 -0.041
H -2.3396 1.2415 2.4554 -0.568 0.535 0.011
H 0.7424 -0.8857 1.6243 -0.069 0.127 -0.394
H -0.1248 -1.7732 0.3383 -0.127 0.247 0.054
H 1.3377 0.4331 -2.2788 -0.035 -0.115 0.129
H 2.1990 -0.7053 -1.2230 -0.271 0.090 0.072
H 0.6461 -1.1679 -1.9611 0.036 0.111 0.061
```
Forces are in eV/Å.



[2]
Below is a molecular structure, C5H8O2, with properties calculated with ωB97M-V/def2-TZVPD.

The value obtained for the highest occupied orbital energy is -8.374 eV. The calculation puts the total energy at -345.6170 hartree. The spin multiplicity is 1. As for the net charge: 0. For the strongest force on any atom, the calculation gives 0.0122 Eh/bohr. The calculation puts the HOMO-LUMO gap at 9.232 eV. As for the LUMO energy: 0.9 eV.

```
15
Properties=species:S:1:pos:R:3:forces:R:3
O 2.2627 -0.1404 -0.7558 -0.329 -0.232 0.479
O 0.3551 -0.5653 0.3966 -0.068 0.044 0.034
C -1.1254 -0.7667 -1.4026 0.080 0.108 0.103
C 1.7155 -0.5689 0.2120 0.360 0.165 -0.322
C -0.4474 1.5400 -0.5553 0.001 -0.020 -0.008
C -0.4576 0.0519 -0.6100 -0.215 -0.028 -0.288
C -0.3485 -0.3447 2.0381 0.252 -0.265 -0.009
H -1.1792 1.9449 -1.2586 0.106 -0.088 0.107
H 0.6400 -0.2766 2.5420 -0.195 0.031 -0.056
H -1.7857 -0.3657 -2.1634 0.106 -0.023 0.121
H -0.6117 -1.4166 2.1239 0.015 0.185 0.021
H 0.5436 1.9250 -0.8186 -0.130 -0.049 0.059
H 2.1802 -1.0260 1.0955 -0.038 0.046 -0.107
H -0.7000 1.8526 0.4626 0.038 -0.024 -0.146
H -1.0415 -1.8436 -1.3063 0.016 0.150 0.011
```
Forces are in eV/Å.